Entry 1:
DFT (wB97M-V/def2-TZVPD) results for a 3-piece molecular cluster, C25H54BrN10O2P2 overall.

Geometry as XYZ:
```
94
Properties=species:S:1:pos:R:3
C -1.782 3.316 -0.696
C -2.040 1.750 -0.573
C -2.413 1.111 -1.972
Br -4.298 1.465 -2.419
N -2.137 -0.350 -1.909
C -0.896 -0.807 -2.008
N 0.256 -0.034 -2.207
C 1.264 -0.962 -2.196
N 0.855 -2.264 -2.049
C 1.601 -3.537 -1.968
C 2.657 -3.741 -3.102
C 3.811 -2.694 -3.108
C 4.457 -2.139 -1.929
C 5.510 -1.121 -2.072
C 5.948 -0.604 -3.364
C 5.309 -1.188 -4.555
C 4.271 -2.194 -4.416
N -0.499 -2.130 -1.931
H -1.738 3.816 0.306
H -2.492 3.812 -1.404
H -0.753 3.451 -1.144
H -2.824 1.564 0.209
H -1.062 1.296 -0.272
H -1.744 1.547 -2.760
H -2.879 -1.027 -1.737
H 2.335 -0.663 -2.314
H 2.017 -3.663 -0.932
H 0.833 -4.358 -2.085
H 3.135 -4.747 -2.912
H 2.231 -3.782 -4.136
H 4.152 -2.467 -0.908
H 5.999 -0.675 -1.169
H 6.717 0.186 -3.501
H 5.576 -0.847 -5.578
H 3.788 -2.590 -5.341
H -1.074 -2.958 -1.801
O -4.505 5.510 -0.332
P -5.527 6.623 -0.590
N -4.900 7.668 0.620
C -5.644 8.537 1.512
C -3.668 8.341 0.210
N -6.857 5.661 -0.009
C -7.046 5.456 1.423
C -6.942 4.361 -0.675
N -6.692 7.889 -1.090
C -8.094 7.933 -0.701
C -6.610 8.090 -2.550
H -6.009 9.441 1.007
H -4.994 8.866 2.330
H -6.479 8.041 1.994
H -3.881 9.182 -0.464
H -3.004 7.651 -0.316
H -3.112 8.713 1.073
H -6.111 5.217 1.942
H -7.760 4.651 1.615
H -7.498 6.333 1.887
H -6.231 3.640 -0.254
H -6.731 4.458 -1.744
H -7.949 3.943 -0.582
H -8.676 7.100 -1.106
H -8.545 8.860 -1.068
H -8.217 7.959 0.381
H -7.040 7.241 -3.094
H -5.563 8.193 -2.858
H -7.124 9.003 -2.858
O 4.791 -4.426 1.252
P 5.160 -5.434 2.343
N 4.755 -6.812 1.399
C 4.125 -8.039 1.847
C 5.767 -7.130 0.392
N 3.848 -4.935 3.375
C 2.484 -5.350 3.079
C 3.844 -3.491 3.625
N 5.754 -6.500 3.654
C 5.006 -6.841 4.856
C 7.112 -6.081 4.057
H 4.820 -8.692 2.390
H 3.764 -8.603 0.981
H 3.247 -7.870 2.462
H 6.628 -7.642 0.843
H 6.134 -6.222 -0.093
H 5.357 -7.762 -0.399
H 2.231 -5.248 2.017
H 1.760 -4.773 3.661
H 2.314 -6.383 3.388
H 3.405 -2.932 2.790
H 4.861 -3.120 3.778
H 3.277 -3.259 4.530
H 4.825 -5.981 5.505
H 5.568 -7.581 5.436
H 4.055 -7.318 4.623
H 7.089 -5.133 4.608
H 7.742 -5.941 3.171
H 7.597 -6.837 4.677
```

Output
Net charge ... +1
Orbital gap ... 6.74 eV

Entry 2:
DFT (wB97M-V/def2-TZVPD) results for C25H54LiN3O7P as an isolated structure.

Geometry as XYZ:
```
91
Properties=species:S:1:pos:R:3
Li -1.728 0.223 4.307
C -1.721 -3.894 3.472
C -1.191 -2.564 2.964
C -0.403 -2.710 1.667
C -1.329 -2.812 0.443
C -2.221 -1.598 0.427
C -3.093 -1.521 1.660
N -2.229 -1.572 2.805
O -2.882 -1.326 3.919
C -4.146 -2.656 1.616
C -3.848 -0.212 1.662
C -0.194 -1.998 3.980
H -1.981 -4.567 2.655
H -2.614 -3.637 4.055
H -1.068 -4.380 4.204
H 0.141 -3.675 1.684
H 0.376 -1.954 1.500
H -1.935 -3.715 0.625
H -0.860 -3.032 -0.526
H -2.830 -1.645 -0.497
H -1.596 -0.704 0.289
H -4.342 -2.944 0.563
H -5.112 -2.346 2.021
H -3.900 -3.587 2.117
H -4.524 -0.097 0.790
H -3.207 0.677 1.564
H -4.495 -0.109 2.530
H -0.597 -2.085 4.993
H 0.045 -0.946 3.810
H 0.752 -2.561 3.973
C 3.541 1.141 -6.622
C 2.563 2.041 -5.817
C 3.075 2.433 -4.466
C 3.193 1.250 -3.460
P 1.707 0.941 -2.490
C 1.828 2.079 -1.087
C 0.832 1.865 0.060
C 1.367 2.487 1.354
C 0.419 2.255 2.526
C 0.216 1.051 -3.480
C -1.102 1.176 -2.718
C -2.295 1.391 -3.667
C -3.603 1.478 -2.887
C 1.905 -0.722 -1.803
C 3.009 -0.818 -0.758
C 3.138 -2.216 -0.176
C 4.331 -2.311 0.788
H 3.595 0.143 -6.183
H 4.550 1.551 -6.501
H 3.288 1.173 -7.671
H 1.546 1.646 -5.826
H 2.514 2.973 -6.398
H 2.402 3.183 -4.024
H 4.038 2.931 -4.573
H 4.028 1.361 -2.776
H 3.334 0.349 -4.071
H 1.775 3.072 -1.552
H 2.841 1.877 -0.726
H 0.685 0.784 0.203
H -0.125 2.338 -0.161
H 1.472 3.567 1.169
H 2.353 2.100 1.645
H -0.471 2.880 2.512
H 0.952 2.400 3.467
H 0.142 1.194 2.570
H 0.225 0.192 -4.163
H 0.326 1.947 -4.111
H -1.071 2.032 -2.032
H -1.211 0.313 -2.055
H -2.296 0.598 -4.427
H -2.097 2.332 -4.200
H -3.787 2.496 -2.562
H -3.579 0.773 -2.064
H -4.445 1.182 -3.516
H 2.287 -1.321 -2.644
H 0.961 -1.116 -1.428
H 2.784 -0.138 0.073
H 3.998 -0.557 -1.155
H 3.196 -2.954 -0.987
H 2.258 -2.480 0.421
H 4.323 -3.263 1.307
H 4.205 -1.525 1.541
H 5.291 -2.151 0.293
N 0.216 0.965 6.477
O -0.921 0.499 6.231
O 0.922 1.355 5.503
O 0.621 1.047 7.671
N -3.132 3.182 3.562
O -2.541 2.071 3.827
O -2.500 4.092 2.873
O -4.347 3.333 3.893
```

Output
Net charge ... -1
Orbital gap ... 3.34 eV

Entry 3:
DFT (wB97M-V/def2-TZVPD) results for a 5-piece molecular cluster, C25H56N3O4 overall.

Geometry as XYZ:
```
88
Properties=species:S:1:pos:R:3
O 1.036 23.726 20.172
H 1.553 23.872 19.356
C -1.263 16.982 16.585
C -1.069 18.274 17.442
C 0.073 19.173 16.894
N 0.226 20.541 17.608
C 0.047 20.285 19.116
C -0.683 21.605 16.939
C 0.166 22.785 16.543
C 1.430 21.970 16.083
C 1.692 21.051 17.242
H -1.845 16.996 15.663
H -1.786 16.187 17.117
H -0.306 16.637 16.195
H -0.975 17.904 18.463
H -2.030 18.778 17.346
H 0.047 19.324 15.815
H 0.971 18.668 17.250
H 0.759 19.522 19.432
H -0.967 19.896 19.210
H 0.127 21.248 19.620
H -1.504 21.739 17.644
H -1.029 21.177 15.998
H 0.389 23.434 17.390
H -0.254 23.461 15.798
H 2.224 22.699 15.918
H 1.200 21.407 15.178
H 2.073 21.618 18.091
H 2.445 20.313 16.966
C 2.683 17.137 24.133
C 2.593 18.633 24.162
C 2.942 19.256 22.712
N 2.952 20.812 22.778
C 1.539 21.323 23.170
C 3.422 21.234 21.376
C 4.731 22.004 21.579
C 4.477 22.547 23.000
C 3.977 21.401 23.747
H 2.052 16.722 23.347
H 2.235 16.729 25.039
H 3.684 16.727 23.998
H 3.257 19.071 24.907
H 1.575 18.808 24.510
H 2.173 18.937 22.008
H 3.917 18.954 22.331
H 0.771 20.762 22.638
H 1.489 22.336 22.771
H 1.438 21.214 24.250
H 2.713 21.937 20.941
H 3.452 20.439 20.631
H 4.778 22.807 20.844
H 5.622 21.376 21.547
H 3.736 23.346 22.962
H 5.299 23.053 23.506
H 3.551 21.692 24.707
H 4.744 20.627 23.784
C 5.491 29.844 18.473
C 4.925 28.360 18.656
C 3.618 28.097 17.999
N 2.916 26.772 18.484
C 2.415 26.873 19.970
C 3.791 25.520 18.225
C 3.695 25.359 16.685
C 2.230 25.840 16.288
C 1.718 26.447 17.612
H 6.560 29.729 18.651
H 5.051 30.551 19.176
H 5.621 30.212 17.455
H 4.857 28.161 19.725
H 5.666 27.674 18.245
H 3.937 28.086 16.957
H 2.883 28.889 18.139
H 1.803 25.988 20.141
H 1.819 27.763 20.172
H 3.292 26.937 20.615
H 3.329 24.707 18.786
H 4.801 25.658 18.610
H 3.807 24.333 16.335
H 4.485 25.976 16.257
H 1.639 24.981 15.970
H 2.223 26.527 15.442
H 1.262 25.620 18.156
H 1.061 27.302 17.455
O -1.249 22.758 21.513
C -2.432 22.321 21.024
O -2.710 22.258 19.848
O -3.239 21.876 21.873
H -0.532 22.990 20.918
```

Output
Net charge ... +1
Orbital gap ... 4.78 eV

Entry 4:
DFT (wB97M-V/def2-TZVPD) results for C25H57Br3Cl2F4LiNNaO15PSSi3 as an isolated structure.

Geometry as XYZ:
```
114
Properties=species:S:1:pos:R:3
C -3.203 1.524 -6.426
C -4.131 2.864 -6.262
Br -4.435 3.564 -8.154
C -3.436 4.101 -5.441
Br -4.920 5.475 -5.175
Si -2.750 3.643 -3.699
C -1.263 2.360 -3.764
O -1.740 0.985 -3.496
C -0.644 0.005 -3.558
F 0.712 0.586 -3.686
F -0.854 -0.870 -4.770
F -0.704 -0.844 -2.320
P -1.880 5.450 -2.711
O -2.669 6.779 -3.037
O -1.693 5.264 -0.990
O -0.280 5.634 -3.443
H -3.496 0.995 -7.441
H -3.485 0.808 -5.513
H -2.042 1.733 -6.445
H -5.221 2.643 -5.835
H -2.565 4.647 -6.018
H -3.786 3.090 -2.797
H -0.525 2.679 -2.885
H -0.730 2.457 -4.828
H -1.921 6.126 -0.495
H -0.403 6.174 -4.282
Li 0.476 -1.900 -6.331
O 5.782 0.703 -6.659
S 6.354 0.321 -5.385
O 6.612 -1.060 -5.041
O 5.483 1.004 -4.187
C 4.080 0.792 -4.160
C 3.737 -0.577 -3.604
C 7.845 1.252 -5.132
H 3.643 0.937 -5.153
H 3.654 1.560 -3.505
H 4.061 -1.369 -4.285
H 2.657 -0.676 -3.458
H 4.242 -0.746 -2.647
H 7.641 2.306 -5.328
H 8.597 0.879 -5.830
H 8.184 1.104 -4.105
Cl -2.683 2.754 2.577
C -1.130 1.908 2.360
C -0.300 2.510 1.238
Cl -1.021 2.216 -0.364
H -1.343 0.849 2.181
H -0.590 1.991 3.308
H 0.695 2.055 1.226
H -0.178 3.591 1.362
C 6.803 -5.168 -3.019
C 6.084 -3.923 -2.624
O 6.760 -3.508 -1.459
C 8.036 -3.964 -1.608
O 8.983 -3.575 -0.945
O 8.126 -4.906 -2.596
F 4.800 -4.190 -2.299
H 6.425 -6.056 -2.502
H 6.764 -5.346 -4.097
H 6.121 -3.126 -3.375
C 6.080 3.743 -0.640
C 4.680 3.202 -0.442
O 4.091 2.908 -1.700
H 6.060 4.648 -1.255
H 6.547 3.979 0.321
H 6.706 3.014 -1.166
H 4.052 3.941 0.065
H 4.693 2.289 0.162
H 4.651 2.245 -2.138
Br 2.522 3.367 0.658
Na 7.346 -7.661 -1.938
O 0.925 0.693 -9.011
H 1.087 -0.100 -8.478
H 1.798 0.921 -9.364
C -4.187 0.159 4.327
Si -2.981 -0.216 5.734
C -2.277 1.428 6.299
C -1.594 -1.246 5.005
N -3.850 -1.047 6.995
Si -3.043 -1.551 8.455
C -2.344 -0.112 9.434
C -1.669 -2.789 8.135
C -4.308 -2.408 9.569
H -3.668 0.685 3.519
H -4.607 -0.765 3.920
H -5.008 0.793 4.677
H -1.943 2.011 5.435
H -1.414 1.294 6.954
H -3.033 2.015 6.829
H -1.943 -2.253 4.757
H -0.747 -1.327 5.689
H -1.225 -0.782 4.084
H -1.458 0.312 8.954
H -2.045 -0.446 10.432
H -3.090 0.679 9.553
H -2.011 -3.590 7.474
H -1.348 -3.245 9.079
H -0.794 -2.313 7.689
H -4.731 -3.286 9.071
H -5.122 -1.725 9.827
H -3.828 -2.738 10.496
C -4.879 -3.860 4.373
C -5.985 -4.528 3.582
C -5.598 -5.853 2.997
O -6.468 -5.957 1.884
C -6.752 -4.676 1.496
O -7.322 -4.378 0.462
O -6.307 -3.775 2.424
H -3.947 -3.820 3.798
H -5.147 -2.824 4.606
H -4.687 -4.395 5.308
H -6.892 -4.605 4.194
H -5.757 -6.681 3.693
H -4.565 -5.886 2.632
```

Output
Orbital gap ... 0.94 eV

Entry 5:
DFT (wB97M-V/def2-TZVPD) results for a 9-piece molecular cluster, C25H57Cl3N8O8 overall.

Geometry as XYZ:
```
101
Properties=species:S:1:pos:R:3
C 2.687 -2.054 -3.979
Cl 4.037 -2.132 -5.093
Cl 2.475 -3.654 -3.159
Cl 1.214 -1.609 -4.787
H 2.911 -1.358 -3.177
C 0.812 1.768 -2.911
C -0.056 2.091 -1.688
O 0.415 1.986 -0.551
N -1.245 2.629 -1.996
C -2.210 2.936 -0.967
H 1.012 0.680 -2.881
H 1.697 2.393 -2.724
H 0.380 1.936 -3.855
H -1.622 2.374 -2.910
H -1.572 3.258 -0.140
H -2.965 2.205 -0.646
H -2.781 3.800 -1.258
C -1.777 -4.705 -1.692
C -3.168 -4.136 -1.797
O -3.891 -4.370 -2.771
N -3.664 -3.452 -0.701
C -4.960 -2.941 -0.894
H -1.787 -5.768 -1.327
H -1.243 -4.108 -0.887
H -1.184 -4.625 -2.645
H -2.940 -2.941 -0.223
H -5.032 -2.546 -1.904
H -5.142 -2.191 -0.160
H -5.728 -3.706 -0.803
C -1.133 -2.339 6.267
C -1.432 -1.027 5.487
O -1.962 -1.066 4.419
N -0.902 0.025 6.129
C -1.221 1.405 5.798
H -1.184 -2.286 7.336
H -0.120 -2.569 5.898
H -1.762 -3.099 5.850
H -0.583 -0.104 7.085
H -0.437 1.782 5.217
H -1.394 1.999 6.677
H -2.199 1.517 5.276
C -1.852 4.549 3.465
C -1.840 4.754 1.995
O -2.783 5.028 1.275
N -0.567 4.865 1.449
C 0.724 4.559 2.010
H -1.298 5.358 3.977
H -1.363 3.558 3.692
H -2.881 4.446 3.833
H -0.615 5.017 0.450
H 0.994 3.529 2.180
H 0.922 5.183 2.883
H 1.464 4.928 1.335
C -4.174 0.037 -2.137
C -3.065 -0.573 -2.999
O -1.871 -0.278 -2.868
N -3.525 -1.524 -3.846
C -2.716 -2.285 -4.724
H -5.079 -0.588 -2.149
H -4.423 1.005 -2.497
H -3.913 0.149 -1.064
H -4.476 -1.820 -3.830
H -2.336 -1.796 -5.626
H -3.344 -3.126 -5.102
H -1.842 -2.707 -4.216
C 3.894 1.784 0.429
C 3.238 0.624 1.138
O 2.395 0.833 2.003
N 3.563 -0.646 0.714
C 2.867 -1.852 1.217
H 3.569 2.706 0.935
H 3.682 1.776 -0.597
H 5.006 1.814 0.416
H 4.200 -0.748 -0.082
H 1.924 -1.583 1.697
H 3.399 -2.430 1.974
H 2.598 -2.476 0.358
C 6.343 0.665 -3.127
C 6.179 -0.549 -2.181
O 5.017 -0.947 -1.933
N 7.390 -1.069 -1.704
C 7.426 -2.153 -0.756
H 7.324 0.813 -3.520
H 5.960 1.577 -2.750
H 5.686 0.490 -3.996
H 8.160 -0.509 -2.079
H 7.645 -1.922 0.264
H 8.223 -2.784 -1.102
H 6.453 -2.683 -0.879
C -0.661 -1.070 0.241
C -1.901 -0.445 0.793
O -2.972 -1.091 0.735
N -1.847 0.785 1.375
C -3.044 1.202 2.035
H -0.503 -2.082 0.699
H 0.201 -0.493 0.476
H -0.726 -1.061 -0.838
H -1.050 1.289 1.158
H -2.849 2.139 2.504
H -3.465 0.432 2.715
H -3.809 1.397 1.271
```

Output
Orbital gap ... 9.31 eV

So what do the calculations give for max |F|? Going down the list: 0.1522, 0.0705, 0.0970, 0.1285, 0.0744 Eh/bohr.